[1]
Molecular formula: C3H5IN2S
Method: DFT, wB97M-V/def2-TZVPD

Last column: Löwdin charge in e.
Atoms and positions in Å:
C: 0.446 -1.497 -1.074  -0.19
C: 0.366 -0.147 -0.704  -0.18
C: -0.921 1.251 0.753  -0.06
N: -0.377 -2.336 -0.479  -0.27
N: -0.613 -0.062 0.213  -0.38
S: -1.346 -1.562 0.458  1.11
I: 3.171 0.829 0.546  -0.31
H: 1.114 -1.974 -1.646  0.08
H: 1.072 0.632 -0.835  -0.07
H: -1.180 1.233 1.765  0.06
H: 0.063 1.890 0.736  0.11
H: -1.795 1.743 0.267  0.11

Values from the calculation:
HOMO-LUMO gap (alpha / beta) ... 5.7 / 5.7 eV
HOMO level (alpha / beta) ... -7.416 / -7.416 eV
Energy above the lowest of the compared OMol25 structures with the same formula, charge and spin ... 6.1 kcal per mole
Net charge ... 0

[2]
Molecular formula: C3H5LaO3
Method: DFT, wB97M-V/def2-TZVPD

Last column: Löwdin charge in e.
Atoms and positions in Å:
H: -2.208 1.128 -3.590  0.13
O: -1.753 2.006 -1.835  -0.22
C: -2.101 2.055 -3.003  0.04
H: -2.412 3.018 -3.440  0.14
O: -1.859 -1.037 0.745  -0.39
La: -0.540 0.649 -0.057  2.40
O: -1.455 -0.483 2.071  -0.31
C: -2.552 -0.282 2.861  -0.21
C: -3.032 0.935 3.096  0.10
H: -2.929 -1.201 3.314  0.15
H: -3.883 1.051 3.765  0.10
H: -2.698 1.810 2.536  0.07

Values from the calculation:
HOMO-LUMO gap ... 7.3 eV
HOMO level ... -17.209 eV
Energy above the lowest of the compared OMol25 structures with the same formula, charge and spin ... 60.4 kcal per mole
Net charge ... +2

[3]
Molecular formula: C3H5LaO4
Method: DFT, wB97M-V/def2-TZVPD

Last column: Löwdin charge in e.
Atoms and positions in Å:
H: -1.783 -1.504 0.881  0.11
C: -2.147 -0.529 1.217  0.01
O: -2.037 0.280 0.039  0.02
C: -1.032 1.113 -0.013  -0.81
O: 0.134 0.828 0.456  -0.20
O: -1.188 2.318 -0.329  -0.02
H: -1.481 0.091 2.024  0.16
H: -3.087 -0.501 1.774  0.11
H: 1.868 -1.633 -1.580  0.13
C: 2.768 -1.105 -1.220  0.08
O: 2.869 0.117 -1.426  -0.25
H: 3.573 -1.657 -0.709  0.14
La: 1.544 2.182 -1.116  2.52

Values from the calculation:
HOMO-LUMO gap ... 7.3 eV
HOMO level ... -17.678 eV
Energy above the lowest of the compared OMol25 structures with the same formula, charge and spin ... 17.5 kcal per mole
Net charge ... +2

[4]
Molecular formula: C3H5LiO4Tl
Method: DFT, wB97M-V/def2-TZVPD

Last column: Löwdin charge in e.
Atoms and positions in Å:
Tl: -0.922 -0.763 -0.503  0.94
O: -3.111 0.147 -0.324  -0.44
C: -3.715 0.801 0.520  -0.38
H: -4.805 0.669 0.652  0.03
H: -3.228 1.651 1.035  0.02
C: -0.700 -0.275 2.439  -0.28
O: 0.349 0.754 2.372  -0.12
C: 0.552 1.437 1.291  -0.65
O: 0.325 1.024 0.162  -0.11
O: 0.856 2.684 1.612  0.17
Li: -0.855 -0.390 4.622  0.74
H: -1.644 -0.297 1.868  -0.04
H: -0.193 -1.177 2.036  -0.03
H: 1.412 2.687 2.401  0.14

Values from the calculation:
HOMO-LUMO gap (alpha / beta) ... 2.5 / 6.4 eV
<S²> ... 0.75
HOMO level (alpha / beta) ... -3.669 / -7.626 eV
Multiplicity ... 2
Energy above the lowest of the compared OMol25 structures with the same formula, charge and spin ... 58.1 kcal per mole
Net charge ... 0